# 1
C22H30N4O5S | ωB97M-V with the def2-TZVPD basis set

CARTESIAN COORDINATES (ANGSTROEM)
1 S 0.9950 0.4344 0.7906
2 O 1.7841 1.2997 1.6156
3 O -0.1594 -0.1887 1.3952
4 O 5.2477 0.3492 1.0301
5 O 3.9513 1.5586 -0.3481
6 O -3.8761 2.5358 -0.9535
7 N -5.0247 -1.0324 0.9763
8 N 2.8528 -2.8159 -0.4355
9 N 0.5018 1.2073 -0.6176
10 N -3.6637 0.6811 0.3589
11 C -6.0218 0.6991 -0.3343
12 C 2.0426 -0.8505 0.1796
13 C -8.6443 -1.9061 0.4783
14 C -4.9342 0.1194 0.3206
15 C 1.0010 2.5544 -0.8183
16 C 7.0773 1.7500 0.2223
17 C -1.7240 2.0274 0.0088
18 C 0.2244 3.5807 0.0063
19 C 6.0389 1.5057 1.3087
20 C 2.9281 -4.2040 -0.8022
21 C -0.9083 1.0840 -0.8942
22 C 0.3783 -2.8151 -0.0442
23 C -7.2315 0.0368 -0.2832
24 C 3.4489 -0.7300 0.0277
25 C 3.9221 -1.9698 -0.3418
26 C 4.2100 0.5180 0.2034
27 C -1.2755 3.4631 -0.2591
28 C 1.7069 -2.1548 -0.0949
29 C -6.1917 -1.6501 1.0133
30 C -3.2033 1.8106 -0.2552
31 C 5.3125 -2.3980 -0.6451
32 C -7.3431 -1.1708 0.4045
33 H 5.5861 -3.2711 -0.0539
34 H 2.0534 2.5479 -0.5399
35 H -3.0084 0.1403 0.9121
36 H -8.9959 -2.1569 -0.5220
37 H -1.4968 1.7603 1.0455
38 H -8.0972 0.4561 -0.7764
39 H 6.5815 1.9499 -0.7244
40 H -6.1999 -2.5824 1.5643
41 H 6.5139 1.2979 2.2696
42 H -1.0768 1.3353 -1.9459
43 H -0.0109 -2.9992 -1.0466
44 H 1.9993 -4.5088 -1.2803
45 H 0.9166 2.7759 -1.8870
46 H 0.5762 4.5835 -0.2397
47 H 5.4297 -2.6455 -1.7012
48 H 7.6868 2.6088 0.4882
49 H 0.4354 -3.7648 0.4853
50 H -1.8309 4.1504 0.3816
51 H -5.9057 1.6328 -0.8567
52 H 7.7212 0.8803 0.1100
53 H -1.1875 0.0436 -0.7259
54 H -1.5016 3.7197 -1.2964
55 H -9.4040 -1.2850 0.9516
56 H -0.3061 -2.1594 0.4860
57 H 5.3740 2.3701 1.3994
58 H 3.7489 -4.3573 -1.5006
59 H -8.5378 -2.8237 1.0512
60 H 3.0942 -4.8320 0.0773
61 H 0.4273 3.3931 1.0624
62 H 5.9930 -1.5889 -0.4007

The total energy is -50335.3544 eV. Its energy above the lowest of the compared OMol25 structures with the same formula, charge and spin is 167.7 kJ/mol. Its structure (SMILES) is CCOC(=O)c1c(S(=O)(=O)N2CCC[C@@H](C(=O)Nc3ccc(C)cn3)C2)c(C)n(C)c1C. The calculation puts the largest force on an atom at 1.0 eV/Å. The frontier orbital gap comes out at 8.916 eV.

These are the natural (NBO) partial charges, in e, on atoms 1 to 5:
1. S 2.342
2. O -0.931
3. O -0.971
4. O -0.504
5. O -0.607

# 2
C29H39F7NO13PS | ωB97M-V with the def2-TZVPD basis set

CARTESIAN COORDINATES (ANGSTROEM)
1 S 1.2919 -3.9015 0.9161
2 P 1.7834 -5.2126 -2.1063
3 F 1.2889 -3.2841 -5.9385
4 F 2.5669 -5.8725 2.8445
5 F 2.3979 -6.9941 0.9955
6 F -0.0089 -6.1024 0.4944
7 F -0.2663 -5.3364 2.5138
8 F -1.2274 -5.5829 -4.5099
9 F 1.1467 -7.4922 2.6768
10 O 2.5867 -4.2082 0.3736
11 O -2.4847 1.2597 0.3266
12 O -1.3849 -3.8964 -5.9292
13 O 1.2482 -2.9203 1.9551
14 O 0.1460 9.1386 2.9343
15 O 2.6580 -4.2530 -3.1345
16 O 2.9858 0.5424 3.8587
17 O -3.4885 -0.6117 -1.5414
18 O 1.7657 2.3653 1.9099
19 O 1.1366 6.3773 3.1660
20 O 0.9329 -6.0491 -3.2109
21 O -1.4118 -2.8599 2.1067
22 O 1.1222 -1.6974 -4.3895
23 N 0.0475 -3.7307 -4.1160
24 C -1.2446 -2.0838 1.2035
25 C 2.0372 -0.4366 3.4648
26 C -1.5165 -0.6368 1.3151
27 C -1.3199 -2.3877 -2.5560
28 C -0.8279 -2.5403 -0.1772
29 C -0.3269 -3.3501 -2.7618
30 C 0.1893 -3.4596 -0.4234
31 C 3.0979 2.4761 2.3811
32 C -2.1219 -0.0344 0.2927
33 C -2.1166 -1.8024 -3.6845
34 C -0.0257 2.5589 -2.2497
35 C -0.4905 2.1110 -0.8503
36 C -0.1990 6.7794 3.4228
37 C -4.1288 -3.3337 -2.8467
38 C -1.5333 -1.9776 -1.2369
39 C 0.8283 -2.7737 -4.7809
40 C 1.7321 -6.4907 2.0184
41 C 1.2184 9.3981 2.0466
42 C 2.0638 6.8370 4.1340
43 C 3.6752 1.1317 2.7711
44 C -2.0050 2.0432 -0.7845
45 C -3.5229 -2.4276 -3.9232
46 C -3.6836 -4.7970 -2.8929
47 C -2.4965 -0.8621 -0.9073
48 C -0.6043 7.9840 2.6015
49 C 0.6150 -5.5190 1.5445
50 C 0.4225 -3.9206 -1.7323
51 C 0.7920 2.6898 2.8876
52 C -0.9151 -4.3604 -4.9480
53 H 1.7790 8.4904 1.8129
54 H -2.6556 -4.9051 -2.5387
55 H -2.4280 1.6848 -1.7275
56 H -3.7868 -5.2263 -3.8884
57 H 1.8827 10.1085 2.5357
58 H -0.5102 7.7604 1.5338
59 H 1.8911 7.8834 4.3932
60 H 0.2414 1.6896 -2.8519
61 H -3.9679 -2.9561 -1.8381
62 H -2.4190 3.0366 -0.6159
63 H -0.8489 5.9404 3.1536
64 H 1.0286 2.2458 3.8571
65 H -0.3388 6.9852 4.4888
66 H 2.0086 6.2273 5.0425
67 H -4.2104 -1.5911 -4.0523
68 H -1.5546 -1.8263 -4.6133
69 H 1.4403 -0.0977 2.6139
70 H -5.2114 -3.3130 -2.9972
71 H 0.8504 9.8425 1.1156
72 H -0.0476 1.1332 -0.6479
73 H 4.7147 1.2763 3.0818
74 H -1.6549 8.2088 2.8086
75 H -0.7982 3.1199 -2.7760
76 H 0.7083 3.7766 2.9981
77 H 3.7010 2.8908 1.5674
78 H 3.0601 6.7382 3.7055
79 H 1.5237 -6.5908 -3.7482
80 H -4.2922 -5.3768 -2.1962
81 H 2.5311 -1.3755 3.1994
82 H 3.2241 -3.6854 -2.5920
83 H 0.8738 3.1668 -2.1701
84 H -3.5327 -2.9758 -4.8660
85 H 3.1465 3.1721 3.2246
86 H -2.2720 -0.7488 -3.4583
87 H -0.1650 2.2944 2.5442
88 H -0.1117 2.7829 -0.0806
89 H -1.2740 -0.1219 2.2364
90 H 1.3776 -0.6141 4.3129
91 H 3.6713 0.4566 1.9088

The total energy is -97956.7437 eV. Its structure (SMILES) is CCCCc1c2c(c(S(=O)(=O)C(F)(F)C(F)(F)F)c(P(O)O)c1N(C(=O)F)C(=O)F)C(=O)C=C(OCCC)C2=O.COCCOC.COCCOC. The calculation puts the largest force on an atom at 1.3 eV/Å. The frontier orbital gap comes out at 7.716 eV.

These are the Löwdin partial charges, in e, on atoms 1 to 5:
1. S 0.776
2. P 0.937
3. F 0.149
4. F 0.188
5. F 0.181